Record 1
The following is a DFT calculation (ωB97M-V/def2-TZVPD) of 12 unconnected molecules or ions with the total composition C44H46N12O10.

Values from the calculation:
Gap between HOMO and LUMO   8.0 eV
E_HOMO   -0.3458 hartree
Energy above the lowest of the compared OMol25 structures with the same formula, charge and spin   3.056 eV
DFT total energy   -3113.087190 a.u.
SMILES string   O=[N+]([O-])c1ccccc1.O=[N+]([O-])c1ccccc1.O=[N+]([O-])c1ccccc1.O=[N+]([O-])c1ccccc1.O=[N+]([O-])c1ccccc1.CC#N.CC#N.CC#N.CC#N.CC#N.CC#N.CC#N
Spin multiplicity   1

Last column: Löwdin charge in e.
CARTESIAN COORDINATES (ANGSTROEM)
O1 2.495 -0.609 8.843  0.103
N1 2.162 -0.594 7.673  -0.344
O2 1.552 0.339 7.173  0.071
C1 2.348 -1.839 6.957  -0.151
C2 2.950 -1.836 5.706  -0.009
C3 3.290 -2.991 5.051  -0.070
C4 2.951 -4.220 5.661  -0.079
C5 2.252 -4.259 6.846  -0.065
C6 1.950 -3.064 7.513  0.010
H1 3.001 -0.878 5.196  0.110
H2 3.680 -3.030 4.044  0.104
H3 3.234 -5.154 5.192  0.112
H4 2.083 -5.209 7.334  0.109
H5 1.446 -3.041 8.470  0.118
O3 -4.475 6.274 -1.582  0.116
N2 -4.160 5.206 -2.048  -0.333
O4 -4.101 4.976 -3.248  0.050
C7 -4.011 4.056 -1.125  -0.180
C8 -4.062 4.250 0.231  0.009
C9 -3.756 3.171 1.101  -0.050
C10 -3.458 1.902 0.569  -0.043
C11 -3.587 1.756 -0.814  -0.103
C12 -3.756 2.819 -1.676  -0.075
H6 -4.083 5.217 0.714  0.125
H7 -3.885 3.289 2.168  0.108
H8 -3.195 1.024 1.141  0.111
H9 -3.487 0.778 -1.268  0.072
H10 -3.682 2.573 -2.726  0.114
O5 2.919 0.258 2.646  0.078
N3 2.351 -0.560 1.943  -0.324
O6 2.708 -1.720 1.866  0.068
C13 1.328 -0.120 0.988  -0.144
C14 1.517 1.100 0.342  0.016
C15 0.429 1.505 -0.433  -0.080
C16 -0.797 0.832 -0.496  -0.082
C17 -0.844 -0.445 0.054  -0.075
C18 0.171 -0.877 0.894  -0.010
H11 2.388 1.729 0.448  0.118
H12 0.472 2.449 -0.963  0.089
H13 -1.549 1.238 -1.154  0.038
H14 -1.783 -0.974 -0.045  0.056
H15 -0.100 -1.668 1.580  0.111
O7 4.220 -2.156 -2.826  0.067
N4 3.774 -1.205 -2.193  -0.341
O8 4.239 -0.842 -1.144  0.092
C19 2.748 -0.428 -2.920  -0.139
C20 2.590 0.933 -2.709  -0.050
C21 1.691 1.720 -3.375  -0.079
C22 0.958 1.056 -4.390  -0.064
C23 1.093 -0.297 -4.599  -0.070
C24 1.944 -1.096 -3.818  -0.006
H16 3.303 1.393 -2.034  0.098
H17 1.795 2.795 -3.361  0.070
H18 0.251 1.591 -5.012  0.100
H19 0.623 -0.849 -5.403  0.105
H20 1.979 -2.161 -3.982  0.107
O9 2.009 -6.583 -5.085  0.060
N5 2.205 -6.217 -3.938  -0.351
O10 3.144 -6.622 -3.288  0.095
C25 1.286 -5.192 -3.428  -0.143
C26 0.098 -4.913 -4.095  -0.009
C27 -0.745 -3.904 -3.651  -0.055
C28 -0.356 -3.233 -2.478  -0.083
C29 0.859 -3.449 -1.858  -0.082
C30 1.645 -4.509 -2.278  0.003
H21 -0.095 -5.428 -5.026  0.116
H22 -1.623 -3.583 -4.190  0.099
H23 -1.011 -2.447 -2.118  0.077
H24 1.081 -2.830 -0.999  0.101
H25 2.647 -4.467 -1.866  0.126
C31 1.188 -4.150 2.882  -0.078
C32 2.189 -4.966 2.183  -0.281
N6 3.028 -5.506 1.617  0.143
H26 0.706 -4.791 3.620  0.085
H27 0.405 -3.886 2.171  0.070
H28 1.674 -3.283 3.306  0.030
C33 -0.490 4.189 1.655  -0.035
C34 0.132 5.152 0.756  -0.207
N7 0.632 5.960 0.109  0.153
H29 -0.732 3.338 1.013  0.054
H30 -1.431 4.640 1.964  0.080
H31 0.258 3.915 2.395  0.040
C35 2.569 6.501 -1.380  -0.114
C36 2.806 5.028 -1.340  -0.251
N8 3.013 3.900 -1.311  0.160
H32 3.551 6.917 -1.601  0.077
H33 2.334 6.973 -0.425  0.048
H34 1.713 6.707 -2.017  0.064
C37 0.907 2.144 4.756  -0.061
C38 1.559 3.366 4.316  -0.290
N9 2.015 4.374 4.008  0.145
H35 -0.103 2.024 4.378  0.086
H36 0.965 2.216 5.845  0.069
H37 1.581 1.305 4.577  0.054
C39 -5.290 -4.525 0.135  -0.067
C40 -4.289 -3.501 0.172  -0.275
N10 -3.487 -2.681 0.194  0.157
H38 -5.450 -4.913 -0.871  0.089
H39 -6.221 -4.022 0.407  0.091
H40 -5.047 -5.359 0.789  0.091
C41 -1.740 3.829 -2.666  -0.085
C42 -0.606 4.427 -3.376  -0.237
N11 0.236 4.848 -4.033  0.152
H41 -2.604 4.107 -3.277  0.054
H42 -1.924 4.333 -1.719  0.089
H43 -1.648 2.746 -2.664  0.075
C43 -4.702 -0.400 -4.475  -0.042
C44 -3.480 -0.219 -3.695  -0.237
N12 -2.510 -0.149 -3.081  0.191
H44 -4.982 -1.439 -4.636  0.087
H45 -4.488 0.017 -5.459  0.091
H46 -5.495 0.103 -3.924  0.087

***

Record 2
The following is a DFT calculation (ωB97M-V/def2-TZVPD) of a molecular structure, C3HCdFO2.

Values from the calculation:
Gap between HOMO and LUMO (alpha / beta)   3.6 / 5.5 eV
E_HOMO (alpha / beta)   -0.4377 / -0.5032 hartree
Energy above the lowest of the compared OMol25 structures with the same formula, charge and spin   4.365 eV
Net charge   +1
DFT total energy   -532.436204 a.u.
⟨S²⟩   0.758
Spin multiplicity   2

Last column: Löwdin charge in e.
CARTESIAN COORDINATES (ANGSTROEM)
H1 -1.560 0.043 1.185  0.217
O1 0.554 -1.221 -0.160  -0.085
O2 0.274 0.891 0.182  -0.016
C1 -0.832 -1.132 0.024  0.173
C2 -1.018 0.314 0.145  -0.374
C3 1.159 -0.049 -0.141  -0.483
F1 -1.781 0.927 -0.818  0.093
Cd1 3.203 0.226 -0.417  1.474

***

Record 3
The following is a DFT calculation (ωB97M-V/def2-TZVPD) of a molecular structure, C2H10NO3.

Values from the calculation:
Gap between HOMO and LUMO   8.5 eV
E_HOMO   -0.1591 hartree
Energy above the lowest of the compared OMol25 structures with the same formula, charge and spin   0.314 eV
Net charge   -1
DFT total energy   -362.695838 a.u.
Spin multiplicity   1

Last column: Löwdin charge in e.
CARTESIAN COORDINATES (ANGSTROEM)
C1 0.843 -0.006 -0.753  -0.340
O1 0.611 -0.484 0.511  -0.317
C2 -0.425 0.885 -1.221  -0.268
N1 -1.624 0.657 -0.418  -0.027
H1 1.828 0.488 -0.739  0.086
H2 0.948 -0.869 -1.477  0.090
H3 -0.147 1.929 -1.145  0.072
H4 -0.697 0.670 -2.266  0.083
H5 -1.881 -0.321 -0.483  0.041
H6 -1.342 0.831 0.541  0.054
H7 -0.434 -3.045 -0.216  -0.037
H8 -0.203 -1.482 0.494  -0.020
O2 -0.880 -2.418 0.376  -0.275
H9 1.171 1.852 2.254  -0.009
H10 0.975 0.333 1.920  -0.011
O3 1.256 0.980 2.623  -0.122

***

Record 4
The following is a DFT calculation (ωB97M-V/def2-TZVPD) of a molecular structure, C7H12CdO3.

Values from the calculation:
Gap between HOMO and LUMO (alpha / beta)   3.4 / 5.9 eV
E_HOMO (alpha / beta)   -0.3685 / -0.4621 hartree
Energy above the lowest of the compared OMol25 structures with the same formula, charge and spin   0.862 eV
Net charge   +1
DFT total energy   -666.958902 a.u.
⟨S²⟩   0.751
Spin multiplicity   2

Last column: Löwdin charge in e.
CARTESIAN COORDINATES (ANGSTROEM)
C1 -2.826 1.867 -0.401  -0.120
C2 -4.078 2.005 -0.844  -0.060
H1 -1.869 -0.948 0.024  0.170
H2 -2.613 1.468 0.593  0.045
H3 -4.411 2.922 -1.336  0.064
H4 -4.793 1.181 -0.800  0.053
H5 -2.114 2.603 -0.807  0.049
O1 4.720 0.845 1.452  -0.159
C3 3.736 0.760 0.672  -0.829
O2 3.571 1.572 -0.276  -0.187
O3 2.858 -0.214 0.904  0.035
C4 1.726 -0.304 0.046  -0.143
C5 0.917 -1.505 0.506  -0.113
C6 -0.183 -1.910 -0.336  0.065
C7 -1.530 -2.061 0.093  0.005
Cd1 5.340 2.490 0.340  1.062
H6 2.051 -0.426 -0.995  0.149
H7 1.124 0.610 0.125  0.149
H8 0.657 -1.498 1.573  0.154
H9 1.533 -2.435 0.367  0.199
H10 0.027 -2.082 -1.400  0.166
H11 -2.173 -2.572 -0.633  0.117
H12 -1.671 -2.368 1.133  0.129

***

Record 5
The following is a DFT calculation (ωB97M-V/def2-TZVPD) of C2H2F2S in the gas phase.

Values from the calculation:
Gap between HOMO and LUMO   10.6 eV
E_HOMO   -0.3598 hartree
Energy above the lowest of the compared OMol25 structures with the same formula, charge and spin   0.805 eV
DFT total energy   -675.268210 a.u.
SMILES string   F[C@@H]1S[C@@H]1F
Spin multiplicity   1

Last column: Löwdin charge in e.
CARTESIAN COORDINATES (ANGSTROEM)
F1 -0.659 -1.464 -0.985  0.054
C1 0.031 -0.854 -0.052  -0.561
S1 -0.738 -0.041 1.414  0.860
C2 0.084 0.723 -0.028  -0.531
F2 -0.685 1.457 -0.882  -0.025
H1 1.024 -1.135 0.297  0.102
H2 0.943 1.316 0.237  0.101

***

Record 6
The following is a DFT calculation (ωB97M-V/def2-TZVPD) of C4H10N4 in the gas phase.

Values from the calculation:
Gap between HOMO and LUMO   9.8 eV
E_HOMO   -0.3288 hartree
Energy above the lowest of the compared OMol25 structures with the same formula, charge and spin   1.763 eV
DFT total energy   -377.382006 a.u.
SMILES string   [H]/N=C(\N)[C@@H]1N[C@@H]1CN
Spin multiplicity   1

Last column: Löwdin charge in e.
CARTESIAN COORDINATES (ANGSTROEM)
H1 1.259 2.456 0.152  0.057
N1 0.884 1.615 0.584  0.134
C1 1.200 0.437 0.268  -0.468
N2 2.134 0.132 -0.769  0.087
C2 0.497 -0.758 0.819  -0.250
N3 0.146 -1.757 -0.108  0.028
C3 -0.942 -0.969 0.413  -0.259
C4 -1.562 -0.099 -0.640  -0.253
N4 -2.285 1.108 -0.221  0.012
H2 2.578 -0.805 -0.723  0.102
H3 2.811 0.889 -1.034  0.111
H4 0.807 -1.063 1.784  0.126
H5 0.426 -1.473 -1.075  0.107
H6 -1.627 -1.503 1.139  0.153
H7 -0.683 0.261 -1.207  0.105
H8 -2.155 -0.751 -1.297  0.120
H9 -1.705 1.743 0.282  0.034
H10 -3.024 0.888 0.423  0.054

***

Record 7
The following is a DFT calculation (ωB97M-V/def2-TZVPD) of a molecular structure, C25H50Cl2MoP2.

Values from the calculation:
Gap between HOMO and LUMO (alpha / beta)   6.5 / 7.2 eV
E_HOMO (alpha / beta)   -0.2776 / -0.2750 hartree
DFT total energy   -2653.765340 a.u.
⟨S²⟩   2.029
Spin multiplicity   3

Last column: Löwdin charge in e.
CARTESIAN COORDINATES (ANGSTROEM)
Mo1 0.096 0.496 -0.122  0.783
Cl1 0.492 2.723 -1.018  0.020
P1 -2.073 1.432 0.448  0.907
C1 -2.872 2.469 -0.884  -0.538
C2 -3.428 0.249 0.948  -0.512
C3 -1.773 2.615 1.851  -0.537
C4 -2.548 1.957 -2.295  -0.167
H1 -2.374 3.445 -0.741  0.092
C5 -4.387 2.640 -0.701  -0.124
H2 -4.935 1.744 -1.023  0.077
H3 -4.709 3.473 -1.339  0.085
H4 -4.676 2.887 0.326  0.048
H5 -1.528 2.223 -2.590  0.010
H6 -3.243 2.416 -3.011  0.077
H7 -2.644 0.866 -2.381  0.046
H8 -1.126 3.364 1.355  0.082
C6 -0.991 2.015 3.034  -0.139
C7 -3.076 3.289 2.304  -0.117
H9 -3.449 3.984 1.543  0.067
H10 -2.870 3.865 3.215  0.082
H11 -3.853 2.548 2.548  0.073
H12 -0.401 1.121 2.775  0.016
H13 -1.652 1.760 3.876  0.073
H14 -0.267 2.765 3.385  0.083
C8 -3.584 -0.796 -0.161  -0.111
H15 -4.365 0.826 1.038  0.095
C9 -3.103 -0.391 2.296  -0.114
H16 -4.011 -0.382 -1.083  0.065
H17 -4.248 -1.601 0.180  0.085
H18 -2.619 -1.270 -0.401  0.037
H19 -2.068 -0.753 2.325  0.019
H20 -3.735 -1.274 2.453  0.087
H21 -3.262 0.293 3.139  0.070
H22 -0.632 -0.048 -1.513  -0.088
H23 0.930 1.029 1.200  -0.082
P2 2.494 0.207 -0.929  0.936
C10 3.719 1.556 -0.491  -0.532
C11 3.394 -1.368 -0.446  -0.518
C12 2.436 0.299 -2.797  -0.543
C13 3.415 2.165 0.881  -0.164
H24 3.508 2.314 -1.267  0.095
C14 5.196 1.143 -0.581  -0.121
H25 5.499 0.532 0.281  0.070
H26 5.800 2.060 -0.562  0.086
H27 5.444 0.609 -1.504  0.049
H28 2.502 2.769 0.859  0.019
H29 4.248 2.814 1.183  0.077
H30 3.291 1.396 1.656  0.058
H31 2.093 1.343 -2.934  0.072
C15 1.388 -0.636 -3.422  -0.152
C16 3.820 0.143 -3.443  -0.119
H32 4.461 1.007 -3.229  0.065
H33 3.692 0.082 -4.532  0.082
H34 4.323 -0.781 -3.118  0.072
H35 0.681 -1.067 -2.696  0.000
H36 1.857 -1.464 -3.974  0.072
H37 0.774 -0.061 -4.131  0.082
C17 3.566 -1.477 1.085  -0.100
H38 4.402 -1.238 -0.881  0.089
C18 2.769 -2.608 -1.101  -0.099
H39 4.427 -0.885 1.424  0.064
H40 3.762 -2.523 1.363  0.083
H41 2.692 -1.150 1.666  0.058
H42 1.689 -2.725 -0.930  0.055
H43 3.252 -3.505 -0.689  0.085
H44 2.944 -2.603 -2.185  0.067
Cl2 -0.629 -2.592 3.698  0.714
C19 -0.980 -3.306 2.164  -0.615
C20 -1.654 -4.518 2.167  -0.118
C21 -2.010 -5.120 0.947  -0.087
C22 -1.715 -4.462 -0.251  -0.087
C23 -1.046 -3.238 -0.255  -0.081
C24 -0.644 -2.638 0.950  -0.309
C25 0.106 -1.349 0.981  -0.350
H45 -1.935 -4.979 3.116  0.102
H46 -2.558 -6.066 0.953  0.102
H47 -2.026 -4.915 -1.195  0.104
H48 -0.855 -2.730 -1.203  0.101
H49 0.329 -1.021 2.005  -0.003
H50 1.064 -1.398 0.392  -0.011

***

Record 8
The following is a DFT calculation (ωB97M-V/def2-TZVPD) of a molecular structure, C6H10.

Values from the calculation:
Gap between HOMO and LUMO (alpha / beta)   8.5 / 8.0 eV
E_HOMO (alpha / beta)   -0.2918 / -0.2811 hartree
Energy above the lowest of the compared OMol25 structures with the same formula, charge and spin   4.510 eV
DFT total energy   -234.436782 a.u.
Spin multiplicity   1

Last column: Löwdin charge in e.
CARTESIAN COORDINATES (ANGSTROEM)
C1 2.076 -0.211 0.043  -0.089
C2 0.660 -0.187 -0.500  -0.375
C3 -0.355 -0.847 0.430  -0.124
C4 -2.254 0.401 -0.513  0.051
C5 -1.221 0.507 0.532  -0.368
C6 -0.049 1.093 -0.151  -0.045
H1 2.068 0.097 1.095  0.080
H2 2.698 0.495 -0.521  0.079
H3 2.493 -1.219 -0.030  0.078
H4 0.684 -0.536 -1.550  0.141
H5 -0.915 -1.716 0.065  0.103
H6 0.035 -1.037 1.429  0.107
H7 -2.841 -0.545 -0.502  0.064
H8 -2.093 0.947 -1.436  0.054
H9 -1.499 0.684 1.585  0.132
H10 0.456 2.052 0.106  0.111